[1]
{
  "formula": "C4H5NO2",
  "method": "ωB97M-V with the def2-TZVPD basis set",
  "symbols": ["O", "O", "N", "C", "C", "C", "C", "H", "H", "H", "H", "H"],
  "coordinates": [[-2.42159, -0.36255, -0.04039], [2.41009, -0.56392, -0.01489], [-0.66953, 1.13554, -0.01055], [-1.10263, -0.15510, -0.04862], [1.11819, -0.16572, 0.01990], [0.73173, 1.13900, 0.03620], [-0.01344, -1.03109, -0.01470], [1.33538, 2.01592, 0.00930], [3.00579, 0.18152, -0.01468], [-2.58521, -1.29324, 0.38458], [-0.06821, -2.10862, 0.08222], [-1.31210, 1.94474, 0.09791]],
  "forces_ev_per_angstrom": [[-1.4, -2.9, 1.3], [0.3, -1.2, 0.1], [-0.7, 0.6, 0.0], [1.7, 0.1, 0.4], [0.1, 0.5, 0.0], [-0.9, -0.4, -0.1], [-0.8, 0.8, 0.1], [0.0, 0.4, 0.0], [0.0, 0.4, 0.0], [0.4, 2.7, -1.3], [0.2, 0.2, -0.2], [1.0, -1.1, -0.2]],
  "smiles": "Oc1c[nH]c(O)c1",
  "de_lowest_ev": 1.125,
  "energy_ev": -9813.190,
  "max_force_ev_per_a": 3.46,
  "charge": 0
}

[2]
{
  "formula": "C4H5NO2",
  "method": "ωB97M-V with the def2-TZVPD basis set",
  "symbols": ["O", "O", "N", "C", "C", "C", "C", "H", "H", "H", "H", "H"],
  "coordinates": [[0.13182, 1.41047, 0.16645], [1.01054, -1.76787, 1.17208], [-1.60648, 0.10306, -0.47869], [1.05324, -0.56828, 1.07232], [-1.20616, 1.14781, 0.10672], [-0.40172, -0.60308, -0.93580], [0.72653, 0.16564, -0.22769], [1.62264, 0.38563, -0.81551], [1.27486, 0.07808, 1.94301], [-0.40328, -1.63051, -0.56304], [-1.83522, 1.88777, 0.58844], [-0.35008, -0.62036, -2.03216]],
  "forces_ev_per_angstrom": [[-0.2, 0.0, 0.0], [0.2, 0.5, 0.0], [0.1, 0.3, 0.2], [0.2, -0.5, 0.1], [-0.3, 0.0, -0.2], [0.1, 0.0, -0.1], [0.1, -0.2, 0.0], [-0.1, -0.2, 0.1], [0.1, 0.0, -0.1], [-0.1, 0.1, -0.2], [0.0, 0.0, -0.2], [0.0, 0.1, 0.3]],
  "smiles": "O=C[C@H]1CN=CO1",
  "de_lowest_ev": 1.310,
  "energy_ev": -9813.005,
  "max_force_ev_per_a": 0.54,
  "charge": 0
}

[3]
{
  "formula": "C4H5NO2",
  "method": "ωB97M-V with the def2-TZVPD basis set",
  "symbols": ["O", "O", "N", "C", "C", "C", "C", "H", "H", "H", "H", "H"],
  "coordinates": [[-1.08565, -1.24971, -0.99111], [2.44916, -0.16479, -0.77798], [-1.03188, 0.19922, 0.85318], [0.46498, 0.25882, 0.59878], [-1.04498, -1.04434, 0.20553], [1.27465, -0.38124, -0.65524], [-0.49713, 1.27750, 0.07288], [-0.52718, 2.24877, 0.55409], [-0.93159, -1.83511, 0.95923], [0.99769, 0.36063, 1.53587], [0.55209, -0.92602, -1.33069], [-0.65924, 1.26884, -1.00478]],
  "forces_ev_per_angstrom": [[-1.2, -0.2, 0.5], [-1.0, -0.2, 0.2], [0.6, -0.6, -0.2], [1.3, 0.5, -0.3], [-1.2, -0.7, -0.6], [-0.1, 0.4, 0.9], [0.1, 0.3, -0.2], [-0.2, -0.2, 0.0], [-0.2, -0.2, -0.1], [0.4, 0.3, -0.3], [1.5, 0.4, 0.0], [0.0, 0.0, 0.1]],
  "de_lowest_ev": 3.328,
  "energy_ev": -9810.987,
  "max_force_ev_per_a": 1.55,
  "charge": 0
}

[4]
{
  "formula": "C4H5NO2",
  "method": "ωB97M-V with the def2-TZVPD basis set",
  "symbols": ["O", "O", "N", "C", "C", "C", "C", "H", "H", "H", "H", "H"],
  "coordinates": [[-0.23414, 2.84661, -1.92296], [-2.08443, -0.37837, -1.17241], [0.65124, -0.82670, -1.28307], [0.09366, -0.59191, -0.16678], [-1.40883, -0.36302, -0.17671], [0.74787, -0.48046, 1.18479], [-0.28284, 2.35157, -0.90361], [1.83547, -0.56555, 1.11053], [0.50281, 0.48667, 1.64048], [-1.85803, -0.16158, 0.82066], [0.38180, -1.26279, 1.86057], [1.65952, -0.94805, -1.15751]],
  "forces_ev_per_angstrom": [[-0.1, -0.6, 1.2], [0.3, 0.0, 0.5], [0.0, 0.0, 0.4], [0.2, -0.1, -0.3], [-0.4, 0.0, -0.4], [0.1, 0.0, 0.0], [0.1, 0.7, -1.2], [-0.2, 0.0, 0.0], [0.0, -0.1, -0.1], [0.0, 0.0, -0.1], [0.0, 0.1, -0.1], [-0.1, 0.0, 0.0]],
  "de_lowest_ev": 1.561,
  "energy_ev": -9812.754,
  "max_force_ev_per_a": 1.44,
  "charge": 0
}

[5]
{
  "formula": "C4H5NO2",
  "method": "ωB97M-V with the def2-TZVPD basis set",
  "symbols": ["O", "O", "N", "C", "C", "C", "C", "H", "H", "H", "H", "H"],
  "coordinates": [[2.34030, 0.19925, 2.01574], [0.60820, 0.76944, -1.01118], [-0.12677, -0.31012, 0.85667], [2.18275, 0.16171, 0.82104], [-1.22527, 0.37774, -0.95669], [0.80183, 0.24991, 0.17489], [-1.32395, -0.67933, 0.08515], [-1.26028, -1.71774, -0.29233], [-2.19450, -0.65236, 0.76958], [-1.70154, 1.31022, -0.64809], [3.02880, -0.00363, 0.12268], [-1.17803, 0.14024, -1.99799]],
  "forces_ev_per_angstrom": [[0.0, 0.1, -0.9], [-2.6, -0.7, 0.4], [0.9, -1.2, 1.0], [0.0, 0.3, 0.5], [1.4, 0.6, -0.5], [-0.7, -0.4, 1.0], [0.8, 0.4, -0.1], [0.2, 0.5, 0.1], [0.3, 0.4, -0.6], [0.5, 0.0, -0.4], [-0.2, 0.1, 0.0], [-0.6, 0.0, -0.5]],
  "de_lowest_ev": 3.056,
  "energy_ev": -9811.259,
  "max_force_ev_per_a": 2.78,
  "charge": 0
}

[6]
{
  "formula": "C4H5NO2",
  "method": "ωB97M-V with the def2-TZVPD basis set",
  "symbols": ["O", "O", "N", "C", "C", "C", "C", "H", "H", "H", "H", "H"],
  "coordinates": [[-0.65348, -0.97436, -1.05451], [1.20273, -1.53999, -0.00909], [-0.41434, 0.04100, 1.04475], [-0.73341, 1.24560, 0.22800], [1.00232, -0.45994, -0.70077], [0.62073, 0.69055, 0.22402], [-0.60593, -1.14234, 0.23183], [1.44416, 1.15877, 0.75788], [-1.12942, -1.97062, 0.71099], [1.55582, -0.27736, -1.62749], [-1.36392, 1.10492, -0.64356], [-0.92524, 2.12378, 0.83797]],
  "forces_ev_per_angstrom": [[0.1, 0.1, 0.2], [-0.2, 0.1, 0.0], [-0.1, -0.3, 0.1], [-0.1, 0.2, -0.1], [0.1, 0.1, -0.1], [0.2, 0.1, -0.1], [-0.1, -0.1, -0.1], [-0.1, 0.0, -0.1], [0.1, 0.1, 0.0], [0.0, 0.0, 0.1], [0.1, 0.0, 0.1], [0.1, -0.1, -0.1]],
  "de_lowest_ev": 4.625,
  "energy_ev": -9809.690,
  "max_force_ev_per_a": 0.30,
  "charge": 0
}